Below is a 2-piece molecular cluster, C9H14O overall, with properties calculated with ωB97M-V/def2-TZVPD.

- 2S+1: 1
- Highest occupied orbital energy: -8.269 eV
- Total charge: 0
- Energy above the lowest of the compared OMol25 structures with the same formula, charge and spin: 106.0 kJ/mol
- Maximum force: 2.3 eV/Å

Bonds (Å) are listed after each position.
Cartesian coordinates (Å):
1 C -0.897 -1.369 -0.249  C13 1.382, H16 1.092, C21 1.395
2 C 1.789 -0.754 0.412  C3 1.394, C9 1.400, H20 1.083
3 C 0.808 -1.028 1.362  C2 1.394, H10 1.085, C13 1.408
4 O 2.233 -0.539 -1.918  C9 1.377, H12 0.956
5 H -1.486 -1.383 2.925  C11 1.088
6 H -0.289 -1.128 -2.290  C21 1.072
7 C -0.259 2.132 -1.297  H8 1.079, H17 1.079, C18 1.581, H22 1.094
8 H -0.624 2.661 -2.164  C7 1.079
9 C 1.317 -0.723 -0.906  C2 1.400, O4 1.377, C21 1.408
10 H 0.985 -0.903 2.425  C3 1.085
11 C -1.334 -2.123 2.142  H5 1.088, C13 1.514, H15 1.089, H23 1.090
12 H 1.803 -0.517 -2.772  O4 0.956
13 C -0.451 -1.573 1.042  C1 1.382, C3 1.408, C11 1.514
14 H 0.479 2.696 0.678  C18 1.087
15 H -2.352 -2.339 1.822  C11 1.089
16 H -1.932 -1.619 -0.489  C1 1.092
17 H 0.741 1.730 -1.359  C7 1.079
18 C -0.288 3.046 -0.008  C7 1.581, H14 1.087, H19 1.081, H24 1.087
19 H -0.128 4.096 -0.212  C18 1.081
20 H 2.857 -0.647 0.555  C2 1.083
21 C -0.020 -0.983 -1.262  C1 1.395, H6 1.072, C9 1.408
22 H -0.866 1.224 -1.223  C7 1.094
23 H -0.742 -2.942 2.550  C11 1.090
24 H -1.345 2.986 0.237  C18 1.087